Entry 1:
58
Properties=species:S:1:pos:R:3:forces:R:3 method="wB97M-V/def2-TZVPD" e_tot_ha=-1885.07922 homo_lumo_gap_ev=7.137 de_lowest_kj_mol=122.8 charge=+2 lumo_ev=-6.93
Zr -0.035 -0.605 -0.406 0.09 -0.02 -0.54
C 1.771 3.458 0.533 -0.02 0.04 0.00
C 1.626 2.087 0.312 -0.03 0.01 -0.03
N 0.594 1.584 -0.359 -0.12 0.03 0.03
C -0.340 2.436 -0.866 -0.02 0.04 -0.03
C -0.292 3.814 -0.656 -0.01 -0.03 -0.02
C 0.807 4.317 0.068 0.05 -0.01 0.03
C -1.337 4.645 -1.182 0.02 0.00 0.00
C -2.354 4.110 -1.890 -0.01 0.00 -0.02
C -2.401 2.701 -2.157 0.05 -0.02 -0.11
C -3.407 2.098 -2.935 -0.02 -0.03 0.00
C -3.370 0.745 -3.172 -0.01 0.03 -0.02
C -2.332 -0.009 -2.627 0.04 -0.01 -0.02
N -1.365 0.530 -1.893 -0.03 0.01 0.02
C -1.394 1.870 -1.658 -0.01 0.12 0.07
H 2.632 3.818 1.077 0.00 -0.01 0.01
H 2.351 1.381 0.692 0.02 -0.01 0.01
H 0.887 5.383 0.246 0.00 0.00 0.00
H -1.294 5.710 -0.999 0.01 0.00 0.01
H -3.143 4.737 -2.284 0.00 0.00 0.00
H -4.203 2.706 -3.346 0.00 0.01 0.00
H -4.126 0.259 -3.771 0.00 -0.01 0.00
H -2.281 -1.079 -2.788 -0.01 0.00 0.01
C 0.508 -4.586 -1.678 0.02 -0.02 0.02
C 0.285 -3.229 -2.212 0.05 -0.06 0.07
C 0.850 -2.846 -3.525 -0.01 0.01 0.00
O -0.332 -2.392 -1.515 -0.09 0.04 -0.26
H 0.483 -5.341 -2.462 0.01 0.01 0.00
H -0.183 -4.819 -0.872 -0.02 0.00 -0.01
H 1.529 -4.581 -1.270 0.00 0.01 -0.01
H 1.940 -2.921 -3.448 0.00 -0.01 0.01
H 0.570 -1.837 -3.817 0.00 0.00 0.01
H 0.551 -3.565 -4.289 -0.01 0.00 0.00
C -1.988 -1.386 3.098 0.00 0.02 -0.05
C -2.508 -0.937 1.750 0.03 -0.03 0.11
C -3.439 -1.936 1.102 -0.05 -0.03 -0.03
O -1.384 -0.714 0.862 0.10 -0.06 0.33
H -2.822 -1.562 3.777 0.00 0.02 0.00
H -1.347 -0.625 3.542 0.03 0.00 0.03
H -1.430 -2.320 3.002 0.00 0.00 0.00
H -2.999 0.034 1.841 0.01 0.00 -0.01
H -2.974 -2.922 1.043 0.02 0.01 0.00
H -3.728 -1.618 0.098 0.00 0.02 0.01
H -4.349 -2.026 1.695 0.01 -0.02 0.01
Cl 3.892 1.801 5.194 0.00 -0.01 0.00
C 3.605 0.751 3.859 -0.02 -0.01 0.00
C 4.658 0.380 3.037 0.03 -0.02 -0.02
C 4.420 -0.451 1.951 0.08 0.00 0.02
C 3.130 -0.882 1.679 -0.21 -0.01 -0.08
C 2.084 -0.530 2.533 0.11 -0.06 -0.11
C 2.317 0.278 3.630 -0.03 -0.01 0.00
C 2.862 -1.678 0.444 0.11 0.05 -0.12
O 3.460 -2.642 0.081 0.08 -0.10 -0.05
O 1.840 -1.167 -0.318 -0.13 0.07 0.70
H 5.656 0.735 3.252 0.00 0.00 -0.01
H 5.237 -0.755 1.309 -0.01 0.01 -0.01
H 1.091 -0.945 2.374 -0.07 0.08 0.03
H 1.523 0.540 4.316 -0.02 -0.01 0.01

Entry 2:
42
Properties=species:S:1:pos:R:3:forces:R:3 method="wB97M-V/def2-TZVPD" e_tot_ha=-1573.76637 homo_lumo_gap_ev=6.991 charge=+1 lumo_ev=-4.01
C 0.549 0.212 -4.509 -0.35 0.05 0.49
C -0.693 -0.503 -4.485 -0.08 -0.02 0.37
C -0.469 -1.741 -3.794 0.35 0.05 -0.05
C 0.910 -1.786 -3.414 -0.74 0.14 0.08
C 1.523 -0.578 -3.838 -0.28 0.08 0.19
Pb -0.721 0.200 -1.860 0.90 -1.26 -1.57
P -0.610 3.091 -1.754 -0.12 1.57 0.26
H 0.736 1.145 -5.050 -0.10 -0.39 0.33
H -1.619 -0.215 -4.994 0.44 -0.12 0.20
H -1.200 -2.545 -3.670 0.32 0.34 -0.09
H 2.585 -0.347 -3.761 -0.38 -0.02 0.05
H 1.414 -2.640 -2.954 -0.21 0.43 -0.10
H -1.570 3.523 -0.768 0.51 -0.12 -0.46
H -1.087 3.867 -2.867 0.26 -0.32 0.55
H 0.503 3.904 -1.350 -0.56 -0.34 -0.21
C 2.565 -0.094 1.576 0.77 0.13 -0.24
P 1.014 -0.061 0.607 -0.42 -0.18 1.16
C 0.218 -1.612 1.205 -0.38 -0.07 -0.34
C 0.006 -1.868 2.570 -0.12 -0.50 -0.15
C -0.506 -3.112 2.973 0.09 0.33 -0.25
C -0.865 -4.070 2.019 0.06 0.20 -0.11
C -0.727 -3.786 0.656 0.01 -0.05 0.20
C -0.173 -2.576 0.248 0.02 0.36 0.30
C 0.090 1.278 1.494 -0.09 0.14 -0.55
C -1.291 1.201 1.757 0.24 0.07 -0.12
C -1.953 2.299 2.311 0.14 0.17 0.06
C -1.254 3.476 2.601 -0.03 -0.24 -0.20
C 0.103 3.579 2.273 -0.18 -0.04 0.04
C 0.768 2.496 1.710 -0.21 -0.27 0.03
H 3.131 -0.994 1.292 -0.17 0.29 0.06
H 2.397 -0.113 2.662 -0.15 0.02 -0.36
H 3.183 0.784 1.325 -0.20 -0.39 0.13
H 0.227 -1.105 3.320 0.04 -0.26 -0.23
H -0.629 -3.324 4.037 0.00 0.07 -0.33
H -1.264 -5.036 2.336 0.11 0.34 -0.10
H -1.044 -4.508 -0.096 0.10 0.11 0.23
H -0.063 -2.370 -0.827 0.13 -0.20 0.54
H -1.855 0.286 1.536 0.31 0.28 0.20
H -3.021 2.231 2.522 0.29 0.03 0.00
H -1.771 4.315 3.065 0.13 -0.20 -0.15
H 0.640 4.509 2.454 -0.13 -0.21 0.01
H 1.824 2.588 1.441 -0.34 0.00 0.16